# 1
Density functional theory data (ωB97M-V/def2-TZVPD) for a structure of composition C39H35Br4ClN5O4Sb2V.

Element x y z (Å)
1 V 0.49651 0.44735 -0.06609
2 N 3.33861 0.07577 3.12975
3 C 2.27265 -0.09323 2.35927
4 N 1.75740 0.84567 1.61256
5 C 2.36780 2.09988 1.57680
6 N 1.83732 3.05989 0.89161
7 N 0.71039 2.61099 0.24932
8 C -0.13819 3.46861 -0.15669
9 C -1.37046 2.88838 -0.68625
10 C -2.48967 3.61884 -1.04058
11 C -3.66002 2.93059 -1.33404
12 C -3.67004 1.54997 -1.24201
13 C -2.49401 0.89427 -0.90899
14 N -1.36107 1.54405 -0.66444
15 C 3.59941 2.30892 2.31856
16 C 4.32301 3.50339 2.25789
17 C 5.48020 3.64140 2.99106
18 C 5.93123 2.59106 3.79553
19 C 5.23372 1.40379 3.86428
20 C 4.06776 1.26978 3.11891
21 H 3.67225 -0.70249 3.67958
22 H 1.81231 -1.07622 2.35173
23 H 0.02237 4.53325 -0.02511
24 H -2.45021 4.69917 -1.04927
25 H -4.55693 3.47011 -1.60710
26 H -4.55820 0.96915 -1.44486
27 H -2.45315 -0.18789 -0.83208
28 H 3.95345 4.30022 1.62842
29 H 6.04207 4.56343 2.94450
30 H 6.84093 2.70440 4.36908
31 H 5.58645 0.58697 4.48122
32 Br 6.93218 -1.36727 -1.53181
33 C 5.11959 -1.40704 -1.03864
34 C 4.55655 -2.57127 -0.49640
35 Br 5.59980 -4.11047 -0.24045
36 C 3.21060 -2.59181 -0.12537
37 Br 2.35356 -4.07238 0.65331
38 C 2.44866 -1.44938 -0.30581
39 O 1.16951 -1.30877 0.03340
40 C 3.00242 -0.28972 -0.84949
41 O 2.12522 0.70592 -0.99062
42 C 4.33946 -0.26261 -1.21170
43 Br 5.00112 1.35201 -1.91422
44 C 1.69053 -0.85041 -3.74465
45 Sb -0.08710 -0.14292 -2.81580
46 C -0.34607 1.70092 -3.85232
47 C -1.41772 -1.41606 -3.93164
48 C -2.89428 -1.25713 -3.71697
49 C -3.52619 -0.14558 -4.27785
50 C -4.88888 0.06032 -4.15154
51 C -5.64370 -0.85439 -3.42814
52 C -5.02910 -1.96551 -2.87746
53 C -3.65983 -2.20882 -3.02493
54 C -3.06935 -3.45128 -2.43423
55 Sb -1.93909 -2.91191 -0.64710
56 C -1.74925 -4.87246 0.17990
57 C -3.73158 -2.39575 0.41835
58 H 1.51601 -1.02301 -4.80556
59 H 1.99880 -1.78154 -3.27056
60 H 2.47569 -0.10674 -3.61800
61 H -0.20661 1.55926 -4.92264
62 H 0.39008 2.41443 -3.48246
63 H -1.34853 2.08598 -3.66497
64 H -1.06169 -2.41973 -3.70300
65 H -1.15768 -1.19496 -4.96912
66 H -2.93078 0.55675 -4.85224
67 H -5.35720 0.91781 -4.61781
68 H -6.71240 -0.72018 -3.32047
69 H -5.62750 -2.69630 -2.34610
70 H -2.40124 -3.97076 -3.12247
71 H -3.85265 -4.14505 -2.13191
72 H -2.71000 -5.38450 0.16182
73 H -1.40974 -4.76136 1.20860
74 H -1.01374 -5.44745 -0.38046
75 H -4.41113 -3.24810 0.39712
76 H -4.22682 -1.54232 -0.04885
77 H -3.48067 -2.15549 1.44782
78 Cl -0.04470 2.30979 7.30447
79 C -0.32168 1.42357 5.84496
80 C -0.32975 0.03717 5.87945
81 C -0.54153 -0.66773 4.70591
82 C -0.73480 0.00770 3.50557
83 C -0.73586 1.39983 3.49277
84 C -0.53470 2.11523 4.65985
85 C -0.88578 -0.79512 2.25023
86 O -1.06422 -1.99258 2.27998
87 O -0.81374 -0.10409 1.13113
88 H -0.17832 -0.47691 6.81829
89 H -0.55905 -1.74959 4.70555
90 H -0.89691 1.92393 2.55960
91 H -0.54206 3.19633 4.66311

Force components x, y, z for each atom (eV/Å):
V -0.52 0.55 -0.04
N 0.02 0.00 0.02
C 0.02 -0.03 0.03
N 0.47 -0.01 0.05
C -0.10 0.03 -0.09
N -0.02 -0.02 0.04
N 0.32 -0.37 0.05
C -0.01 -0.13 -0.11
C 0.09 -0.05 0.05
C -0.02 -0.02 0.05
C -0.01 0.04 0.00
C 0.05 -0.03 -0.02
C -0.15 0.03 -0.01
N -0.31 0.10 0.04
C -0.04 -0.06 0.10
C 0.00 -0.02 -0.02
C -0.02 -0.02 0.01
C 0.01 0.02 -0.02
C -0.01 0.00 0.01
C 0.00 -0.01 0.01
H -0.03 0.02 -0.02
H 0.00 0.01 -0.01
H -0.01 0.02 -0.03
H 0.00 0.01 -0.01
H 0.01 0.00 -0.01
H -0.02 0.00 0.00
H 0.00 0.14 -0.05
H 0.01 0.01 0.00
H 0.01 0.00 0.01
H 0.00 0.01 0.00
H 0.00 -0.01 0.00
Br 0.01 0.01 0.00
C -0.02 -0.05 0.01
C -0.03 0.07 -0.01
Br 0.02 -0.03 0.00
C 0.02 -0.02 -0.01
Br 0.01 0.01 0.00
C -0.19 0.16 0.02
O 0.17 -0.16 0.01
C 0.18 -0.03 -0.06
O 0.10 0.11 -0.11
C 0.01 0.17 -0.02
Br -0.01 -0.04 0.01
C 0.01 0.03 0.05
Sb 0.34 -0.31 -0.11
C -0.03 0.01 0.07
C -0.04 -0.08 0.02
C 0.06 0.07 -0.04
C -0.01 0.00 -0.04
C 0.01 0.00 0.05
C -0.01 0.04 -0.03
C 0.00 -0.06 0.00
C -0.04 -0.04 0.02
C 0.01 0.01 0.12
Sb 0.05 -0.05 -0.02
C 0.01 0.04 -0.01
C 0.00 -0.01 -0.06
H -0.04 0.01 0.00
H 0.02 -0.01 -0.03
H 0.01 -0.02 -0.02
H 0.01 -0.02 0.00
H 0.01 0.01 -0.03
H 0.01 0.03 -0.01
H -0.04 0.00 -0.07
H 0.03 -0.01 0.00
H -0.01 0.00 0.00
H 0.00 -0.01 0.00
H 0.00 0.00 0.01
H 0.00 0.01 0.01
H -0.02 0.03 -0.03
H -0.03 -0.02 -0.06
H 0.00 -0.01 0.00
H 0.00 -0.03 0.01
H -0.01 0.00 0.01
H -0.02 0.02 0.02
H 0.01 -0.04 0.03
H -0.01 0.01 0.04
Cl 0.00 0.00 0.00
C 0.00 0.01 -0.01
C 0.00 -0.02 0.02
C -0.01 0.02 0.00
C 0.05 0.08 -0.02
C -0.02 -0.02 -0.02
C 0.00 -0.01 0.02
C 0.00 -0.23 0.24
O 0.05 -0.03 -0.07
O -0.38 0.21 0.13
H 0.01 0.00 0.00
H 0.00 0.00 0.00
H 0.00 0.00 0.00
H 0.01 0.00 0.00

The largest force on an atom is 0.76 eV/Å. Its expectation value of S² is 0.78. The spin multiplicity is 2. As for the highest occupied orbital energy (spin up / spin down): -10.030 / -10.029 eV. As for the orbital gap (spin up / spin down): 0.213 / 0.220 hartree. The charge is +1. The value obtained for the energy relative to the best compared isomer or geometry (same formula, charge and spin) is 3.4 kcal per mole.


# 2
Density functional theory data (ωB97M-V/def2-TZVPD) for a structure of composition C39H35IN5O10RbS at a distorted geometry.

Element x y z (Å)
1 Rb 1.67168 0.26064 -0.01878
2 C 0.04858 -1.33546 4.37582
3 C 0.56448 -2.42006 3.47532
4 N -0.02842 -3.58226 3.50182
5 C 0.43358 -4.56646 2.71482
6 C 1.53198 -4.44456 1.89882
7 C 2.03748 -5.63876 1.12902
8 O 3.35388 -6.03476 1.49012
9 C 2.23058 -3.21736 1.87062
10 C 3.37508 -3.05176 1.02582
11 N 4.37488 -2.24476 1.13272
12 C 4.65758 -1.49486 2.23522
13 C 4.62888 -1.98856 3.54902
14 C 5.01278 -1.20746 4.61532
15 C 5.44658 0.09394 4.41542
16 C 5.54568 0.58814 3.12522
17 C 5.19058 -0.21516 2.06712
18 I 5.45508 0.49154 0.08822
19 C 1.71468 -2.10796 2.64812
20 O 2.20448 -0.96136 2.62532
21 H -0.48382 -1.76196 5.22432
22 H 0.88118 -0.72126 4.71372
23 H -0.62692 -0.69056 3.81282
24 H -0.11412 -5.50086 2.78022
25 H 1.40788 -6.50846 1.33642
26 H 1.99458 -5.43776 0.04552
27 H 3.89448 -5.23316 1.49372
28 H 3.41418 -3.66176 0.11952
29 H 4.27078 -2.99496 3.71152
30 H 4.95068 -1.61416 5.61652
31 H 5.71348 0.72114 5.25332
32 H 5.89768 1.59484 2.94952
33 O -2.05932 -1.19876 -0.95228
34 C -1.19992 -0.96626 0.01622
35 O -0.16652 -1.56806 0.17402
36 C -1.65612 0.10704 0.96322
37 C -3.00182 0.28394 1.25272
38 C -3.36452 1.28954 2.14052
39 C -2.36022 2.00424 2.77082
40 C -1.02962 1.70794 2.47302
41 N -0.69282 0.85304 1.50312
42 C 0.10588 2.36894 3.16042
43 O -0.19732 2.84764 4.40852
44 O 1.20818 2.51264 2.72272
45 H -1.66842 -1.83256 -1.65658
46 H -3.74352 -0.34526 0.78812
47 H -4.40542 1.49044 2.35572
48 H -2.61702 2.80404 3.45362
49 H -1.09892 2.59324 4.64682
50 C -6.32572 6.51874 0.35332
51 C -6.11812 7.94844 -0.06008
52 O -7.01762 8.70274 -0.33768
53 S -4.44852 8.55014 -0.07378
54 C -3.41972 7.08494 -0.02888
55 C -3.06622 6.48374 -1.23488
56 C -2.28442 5.35354 -1.23368
57 C -1.82872 4.78304 -0.02828
58 C -2.18742 5.42324 1.17502
59 C -2.96262 6.55944 1.17612
60 C -1.05342 3.61394 -0.03828
61 C -0.36522 2.59474 -0.07708
62 H -7.06662 6.06324 -0.30068
63 H -6.72282 6.51614 1.36922
64 H -5.40542 5.94194 0.33612
65 H -3.42272 6.91474 -2.16128
66 H -1.99742 4.87664 -2.16088
67 H -1.83792 5.00684 2.11022
68 H -3.23312 7.04774 2.10232
69 C -1.73592 -0.96626 -5.81498
70 C -1.22772 -2.40336 -5.81468
71 C 0.05368 -2.55436 -4.97948
72 C 0.50028 -4.03326 -5.00058
73 C 1.83198 -4.25656 -4.29058
74 C 1.17458 -1.74736 -5.60708
75 O 1.41218 -1.74696 -6.80388
76 N 1.93558 -1.05896 -4.72998
77 C 1.66638 -0.85786 -3.33908
78 O 2.47458 -0.18686 -2.72698
79 N 0.56168 -1.38016 -2.83438
80 C -0.25242 -2.16136 -3.52038
81 O -1.28062 -2.62846 -3.00908
82 H -2.60712 -0.87776 -6.46248
83 H -0.96502 -0.28996 -6.18098
84 H -2.01432 -0.66226 -4.80798
85 H -1.01562 -2.72406 -6.83888
86 H -1.98882 -3.05726 -5.38328
87 H 0.58418 -4.34976 -6.04608
88 H -0.28042 -4.62836 -4.51898
89 H 2.64158 -3.76526 -4.82808
90 H 2.06048 -5.32006 -4.22838
91 H 1.79818 -3.84956 -3.28218
92 H 2.73388 -0.54386 -5.08178

Force components x, y, z for each atom (eV/Å):
Rb 0.77 0.55 0.10
C 0.15 -0.05 -0.11
C -0.15 0.00 0.31
N -0.14 0.39 0.20
C 0.18 -0.57 -0.36
C -0.10 -0.12 0.16
C -0.36 0.08 -0.21
O 0.37 0.07 0.08
C -0.63 0.28 0.62
C 0.51 0.50 -0.09
N -0.22 -0.88 -0.95
C 0.53 0.45 0.90
C 0.02 -0.08 -0.28
C 0.00 -0.01 0.08
C 0.07 0.09 0.07
C 0.04 0.16 0.21
C 0.04 -0.01 -0.68
I -0.05 -0.01 0.38
C 0.16 -0.76 -0.39
O -0.17 0.56 -0.10
H -0.05 -0.06 -0.04
H 0.00 0.13 0.04
H -0.07 0.13 0.02
H 0.09 -0.11 -0.08
H -0.04 0.15 -0.07
H -0.02 -0.05 0.14
H 0.00 -0.22 0.06
H -0.07 -0.07 0.00
H -0.07 -0.08 0.00
H 0.00 0.00 0.05
H 0.04 0.05 0.07
H 0.02 0.02 -0.02
O -0.12 -0.13 -0.34
C -0.21 -0.44 -0.18
O -0.25 -0.29 0.22
C -0.04 0.39 0.26
C -0.11 0.27 0.12
C 0.21 -0.24 -0.17
C 0.23 -0.08 0.03
C -0.60 -0.49 -0.68
N -0.45 -1.04 1.40
C 0.69 0.41 0.17
O -0.07 0.11 0.07
O -0.38 -0.16 0.14
H -0.09 0.19 0.27
H -0.03 -0.04 -0.13
H -0.02 0.02 -0.01
H -0.03 0.01 0.07
H 0.20 -0.07 -0.05
C -0.14 -0.22 -0.05
C 0.16 -0.24 0.03
O -0.10 0.09 0.06
S 0.42 -0.05 -0.03
C -0.32 0.64 -0.06
C -0.10 0.14 0.12
C 0.09 -0.13 0.02
C -0.18 0.12 0.06
C 0.08 -0.09 0.00
C -0.10 0.20 -0.14
C -0.06 0.13 -0.05
C 0.57 0.39 -1.15
H -0.07 0.02 -0.02
H -0.02 0.03 0.03
H -0.13 -0.03 0.00
H 0.02 0.00 -0.06
H -0.02 -0.02 -0.01
H 0.06 -0.03 0.00
H -0.01 0.02 0.08
C 0.01 -0.20 -0.05
C 0.08 0.17 0.01
C -0.49 -0.35 -0.16
C 0.19 -0.04 0.07
C -0.13 -0.10 -0.10
C -0.10 0.10 0.12
O -0.04 -0.17 -0.15
N 0.42 0.40 0.22
C 0.12 -0.10 -1.04
O 0.50 0.29 0.10
N -0.54 0.01 0.99
C 0.56 0.11 -0.38
O -0.45 -0.22 0.00
H -0.08 0.11 -0.01
H 0.01 0.12 -0.07
H -0.06 0.08 0.05
H 0.02 -0.03 0.10
H 0.11 -0.03 -0.04
H -0.08 0.05 0.06
H -0.03 0.11 -0.06
H 0.10 -0.01 0.01
H 0.04 -0.04 0.03
H 0.07 -0.03 0.14
H -0.15 -0.11 -0.03

The largest force on an atom is 1.80 eV/Å. As for the highest occupied orbital energy: -2.450 eV. As for the orbital gap: 0.222 hartree. The charge is -2. The value obtained for the energy relative to the best compared isomer or geometry (same formula, charge and spin) is 31.7 kcal per mole.